1.
Density functional theory data (ωB97M-V with the def2-TZVPD basis set) for a 7-piece molecular cluster, C31H80N4O10 overall.

```
! wB97M-V def2-TZVPD RIJCOSX def2/J DEFGRID3
* xyz 0 1
C 15.209 2.314 7.722
C 16.511 3.139 7.705
C 17.018 3.265 6.258
O 16.331 4.461 8.206
H 15.435 1.411 7.161
H 14.444 2.883 7.191
H 14.932 2.103 8.752
H 17.228 2.546 8.281
H 16.798 2.367 5.675
H 18.096 3.422 6.206
H 16.481 4.085 5.779
H 17.095 4.631 8.784
C 14.715 12.560 3.076
C 13.472 12.886 2.258
C 13.198 14.383 2.233
O 13.706 12.513 0.893
H 14.847 11.482 3.178
H 14.604 12.962 4.089
H 15.567 13.026 2.589
H 12.540 12.403 2.572
H 14.107 14.981 2.129
H 12.719 14.693 3.165
H 12.556 14.630 1.389
H 13.879 11.550 0.847
C 16.610 7.656 5.926
C 15.137 8.072 5.933
C 14.848 9.379 5.237
O 14.368 7.051 5.240
H 16.877 7.047 5.060
H 16.752 6.945 6.756
H 17.314 8.472 6.070
H 14.752 8.098 6.955
H 15.108 10.214 5.901
H 13.764 9.512 5.175
H 15.358 9.543 4.295
H 14.671 6.208 5.594
C 11.002 9.886 11.265
O 10.578 10.163 9.976
C 11.634 9.931 9.049
C 11.115 9.486 7.720
N 10.451 10.547 6.996
C 9.678 10.057 5.848
C 10.582 9.759 4.664
O 9.760 9.296 3.628
C 10.364 8.592 2.584
H 10.263 10.201 12.006
H 11.918 10.410 11.578
H 11.167 8.812 11.434
H 12.197 9.100 9.495
H 12.313 10.787 8.973
H 10.464 8.596 7.853
H 11.906 9.032 7.110
H 9.799 11.006 7.622
H 8.948 10.798 5.525
H 9.137 9.139 6.129
H 11.369 9.042 4.926
H 11.057 10.704 4.360
H 11.194 7.947 2.894
H 10.753 9.267 1.805
H 9.575 7.994 2.129
C 17.058 7.455 1.413
O 15.905 7.281 0.628
C 14.693 7.425 1.334
C 14.370 8.894 1.591
N 14.283 9.783 0.425
C 13.599 9.191 -0.731
C 13.233 10.265 -1.737
O 12.879 9.634 -2.934
C 12.442 10.555 -3.907
H 16.919 7.031 2.418
H 17.370 8.500 1.506
H 17.869 6.885 0.957
H 14.742 6.926 2.310
H 13.929 6.955 0.714
H 15.248 9.235 2.149
H 13.498 9.026 2.236
H 15.233 10.039 0.179
H 12.686 8.705 -0.384
H 14.242 8.446 -1.213
H 14.059 10.983 -1.857
H 12.388 10.853 -1.347
H 13.194 11.338 -4.096
H 11.556 11.112 -3.566
H 12.236 10.029 -4.832
C 18.436 8.016 11.901
O 19.010 7.114 10.980
C 18.297 6.980 9.777
C 19.015 5.949 8.957
N 18.902 4.615 9.582
C 19.866 3.636 9.041
C 21.093 3.431 9.914
O 21.827 4.573 10.240
C 22.554 5.105 9.169
H 17.965 8.868 11.401
H 19.233 8.366 12.552
H 17.667 7.510 12.497
H 18.300 7.935 9.229
H 17.243 6.734 9.957
H 20.040 6.291 8.785
H 18.589 5.910 7.945
H 19.203 4.827 10.535
H 20.076 3.888 7.996
H 19.356 2.668 8.978
H 21.731 2.634 9.496
H 20.742 2.964 10.841
H 21.921 5.474 8.351
H 23.274 4.395 8.752
H 23.063 5.996 9.539
C 12.979 5.160 8.576
C 13.090 6.361 9.509
C 12.685 6.112 10.929
O 11.318 5.768 10.975
C 10.741 5.856 12.235
N 14.476 6.911 9.462
H 13.534 5.305 7.648
H 11.971 4.779 8.422
H 13.518 4.320 9.040
H 12.431 7.134 9.100
H 12.763 7.036 11.529
H 13.347 5.417 11.472
H 11.148 6.661 12.862
H 10.649 4.943 12.834
H 9.699 6.162 12.072
H 15.087 6.365 10.067
H 14.740 6.565 8.541
*
```

## Properties
total energy	-59874.73765	eV
LUMO	0.52	eV
ΔE to the lowest compared entry with this formula, charge and spin	0.00	kcal/mol
largest force on an atom	1.84	eV/Å

Atom charges from the Mulliken analysis, given in e for atoms 1 to 6: -1.60, 1.06, -1.04, -0.44, 0.51, 0.22



2.
Density functional theory data (ωB97M-V with the def2-TZVPD basis set) for an isolated ion of composition C3H7N4 and charge +1.

```
! wB97M-V def2-TZVPD RIJCOSX def2/J DEFGRID3
* xyz 1 1
C -1.162 0.195 0.052
C 1.007 -0.069 -0.362
C 0.798 0.229 1.101
N -1.753 -0.747 -2.618
N -0.635 -0.945 -2.251
N -0.302 -0.163 -0.885
N -0.564 0.493 1.167
H -2.297 0.295 -0.095
H 1.530 0.858 -0.734
H 1.743 -0.953 -0.566
H 1.039 -0.595 1.870
H 1.333 1.200 1.267
H -2.019 -1.176 -3.462
H -0.997 0.358 2.067
*
```

## Properties
total energy	-9175.27706	eV
LUMO	-4.40	eV
ΔE to the lowest compared entry with this formula, charge and spin	74.70	kcal/mol
largest force on an atom	4.54	eV/Å

Atom charges from the Mulliken analysis, given in e for atoms 1 to 6: 0.02, -0.51, -0.40, -0.31, -0.03, 0.23



3.
Density functional theory data (ωB97M-V with the def2-TZVPD basis set) for C35H25F3N12O2S2Tc as an isolated structure.

```
! wB97M-V def2-TZVPD RIJCOSX def2/J DEFGRID3
* xyz 0 4
Tc -1.384 -0.314 0.326
F 0.233 2.904 5.701
C -0.571 2.709 4.609
F -0.515 3.884 3.876
F -1.849 2.620 5.075
C -0.106 1.496 3.843
C 0.925 0.722 4.358
C 1.567 -0.259 3.566
C 1.126 -0.482 2.266
N -0.011 0.124 1.847
C -0.545 1.181 2.549
S -1.707 1.890 1.616
H 1.291 0.898 5.363
H 2.369 -0.835 3.991
H 1.566 -1.142 1.545
S -3.580 2.466 -2.640
C -1.911 2.768 -2.968
C -1.278 3.597 -3.920
C 0.098 3.775 -3.840
C 0.839 3.179 -2.824
C 0.276 2.262 -1.894
C -1.099 2.045 -1.994
N -1.844 1.163 -1.203
C -3.163 1.335 -1.392
C -4.030 0.658 -0.491
C -5.403 0.661 -0.532
C -6.182 0.083 0.489
C -5.532 -0.491 1.578
C -4.140 -0.498 1.637
C -3.396 -0.053 0.586
H -1.894 4.103 -4.662
H 0.589 4.479 -4.527
H 1.919 3.403 -2.731
H 0.856 1.765 -1.145
H -5.892 1.240 -1.346
H -7.289 0.137 0.406
H -6.058 -0.976 2.390
H -3.612 -0.906 2.518
N -2.891 -3.754 0.005
C -2.265 -3.444 1.213
N -2.136 -4.274 2.287
N -1.518 -3.519 3.187
N -1.218 -2.377 2.759
N -1.663 -2.259 1.440
C -2.645 -3.057 -1.172
N -2.871 -3.493 -2.445
N -2.470 -2.477 -3.228
N -2.029 -1.465 -2.513
N -2.121 -1.821 -1.182
H -3.283 -4.683 -0.074
C 3.166 3.608 0.405
O 3.494 2.485 -0.438
C 3.925 1.323 0.180
C 4.412 1.217 1.491
C 4.855 -0.048 1.976
C 4.697 -1.176 1.182
C 4.276 -1.061 -0.122
C 3.856 0.167 -0.617
N 3.363 0.393 -1.912
C 2.713 -0.433 -2.769
C 1.861 -1.474 -2.492
C 1.765 -2.503 -3.482
C 1.274 -3.741 -3.130
C 0.873 -4.005 -1.835
C 0.866 -2.993 -0.892
C 1.063 -1.674 -1.265
O 0.652 -0.652 -0.569
H 4.062 4.067 0.844
H 2.495 3.312 1.202
H 2.681 4.347 -0.272
H 4.553 2.107 2.106
H 5.275 -0.159 2.979
H 4.901 -2.153 1.628
H 4.282 -1.956 -0.747
H 3.529 1.335 -2.196
H 2.932 -0.268 -3.823
H 2.240 -2.255 -4.440
H 1.257 -4.551 -3.881
H 0.585 -5.009 -1.545
H 0.543 -3.217 0.129
*
```

## Properties
<S²>	3.7804
total energy	-90695.51352	eV
LUMO (spin up / spin down)	-1.59 / -1.67	eV
ΔE to the lowest compared entry with this formula, charge and spin	0.00	kcal/mol
largest force on an atom	4.97	eV/Å

Atom charges from the Mulliken analysis, given in e for atoms 1 to 6: -0.96, -0.31, 0.56, -0.23, -0.25, -0.11